42
Properties=species:S:1:pos:R:3 method="wB97M-V/def2-TZVPD" de_lowest_ev=3.678 total_energy_ev=-43819.6224 charge=0
C -2.804 0.201 -4.102
C -2.642 -1.041 -3.495
C -1.925 -1.101 -2.277
C -1.463 0.084 -1.759
C -1.604 1.324 -2.356
C -2.306 1.395 -3.569
C -1.693 -2.418 -1.546
C -0.237 -2.946 -1.379
N 0.818 -1.904 -1.160
Sn 0.056 0.002 -0.277
C -0.881 2.551 -1.775
P 0.828 2.137 -1.277
H -3.032 -1.983 -3.917
H -2.402 2.373 -4.060
H -3.356 0.254 -5.043
H -1.379 2.930 -0.863
H -0.751 3.363 -2.494
H -2.153 -2.385 -0.534
H -2.215 -3.212 -2.104
H -0.203 -3.621 -0.503
C 1.529 3.300 -0.121
C 1.801 2.014 -2.780
H 0.092 -3.491 -2.282
C 1.386 -1.424 -2.459
C 1.916 -2.466 -0.318
H -0.727 1.142 1.039
H 1.868 -2.288 -2.937
H 0.582 -1.021 -3.094
H 2.136 -0.633 -2.282
H 2.473 -3.194 -0.934
H 2.598 -1.668 0.007
H 1.499 -2.939 0.585
H 1.819 3.052 -3.152
H 2.823 1.666 -2.542
H 1.334 1.348 -3.525
H 1.676 4.208 -0.731
H 0.826 3.481 0.715
H 2.498 2.913 0.248
H 1.256 -0.023 1.443
S -0.126 -0.002 2.305
C 0.060 0.018 3.959
N 0.024 0.004 5.137



40
Properties=species:S:1:pos:R:3 method="wB97M-V/def2-TZVPD" de_lowest_ev=14.201 total_energy_ev=-28686.2285 charge=+1
C -5.251 -1.973 0.286
C -4.113 -0.932 -0.031
C -3.154 -0.977 -1.058
C -2.312 -0.118 -1.288
C -2.346 0.882 -0.632
C -3.378 1.147 0.563
C -4.346 0.114 0.904
H -5.019 0.398 1.387
H -3.394 2.167 1.001
S -1.125 2.302 -0.801
C -0.286 2.475 0.808
H 0.314 3.248 0.683
H -0.897 2.172 1.512
C 0.586 1.058 0.903
N 1.179 0.687 -0.578
C 2.418 1.357 -0.525
C 3.645 0.536 0.174
N 3.657 -0.739 -0.215
C 2.563 -1.264 -0.048
C 1.301 -0.685 -0.669
H 1.532 -0.807 -1.938
H 0.264 -1.144 -0.449
H 2.218 -1.236 1.152
H 2.488 -2.365 -0.112
C 4.862 -1.189 -0.013
H 4.981 -2.347 -0.181
H 4.877 -1.596 1.324
H 5.791 -0.666 -0.131
H 3.375 0.759 1.323
H 4.583 1.158 -0.051
H 2.735 1.458 -1.766
H 2.363 2.406 -0.475
H 0.502 1.188 -1.079
H -0.141 0.022 1.072
H 1.287 0.960 1.653
H -1.606 0.005 -2.022
H -3.288 -1.949 -1.816
H -6.198 -1.715 -0.108
H -4.966 -2.906 -0.104
H -5.700 -1.893 1.345



54
Properties=species:S:1:pos:R:3 method="wB97M-V/def2-TZVPD" total_energy_ev=-128217.2275 charge=0
Au 0.732 0.407 -2.445
C -1.522 -4.454 -1.038
N -0.979 -3.825 0.160
C -1.710 -4.139 1.378
P -0.063 -2.461 -0.023
O -0.129 -1.842 -1.357
O -0.662 -1.548 1.209
P -0.886 0.056 1.108
O 0.118 0.650 0.222
N -0.824 0.530 2.718
C -1.021 1.993 2.784
C 0.444 0.154 3.354
N -2.458 0.291 0.655
C -2.741 0.292 -0.777
C -3.481 -0.356 1.471
N 1.485 -2.831 0.429
C 2.494 -1.797 0.188
C 1.697 -3.581 1.657
H -1.421 -5.540 -0.967
H -0.977 -4.101 -1.910
H -2.584 -4.219 -1.164
H -1.614 -5.205 1.603
H -2.777 -3.916 1.269
H -1.322 -3.571 2.218
H -1.934 2.259 2.256
H -0.185 2.535 2.328
H -1.111 2.289 3.829
H 0.583 -0.924 3.283
H 0.401 0.431 4.407
H 1.299 0.662 2.893
H -1.920 0.776 -1.304
H -3.661 0.849 -0.957
H -2.861 -0.724 -1.173
H -3.142 -0.383 2.505
H -3.684 -1.379 1.131
H -4.408 0.218 1.412
H 2.249 -1.257 -0.723
H 3.469 -2.273 0.073
H 2.548 -1.074 1.010
H 0.969 -4.388 1.716
H 1.619 -2.951 2.552
H 2.697 -4.016 1.636
F 3.272 6.941 -4.841
C 2.792 5.938 -4.106
C 2.567 6.111 -2.750
F 2.830 7.288 -2.177
C 2.074 5.062 -2.003
F 1.865 5.250 -0.693
C 1.785 3.813 -2.556
Se 1.101 2.505 -1.359
C 2.014 3.679 -3.919
F 1.755 2.517 -4.529
C 2.508 4.718 -4.689
F 2.709 4.542 -5.997



Result set for Kohn-Sham gap: 0.19515; 0.34483; 0.26182 Ha, one per record in the order listed.
Result set for lowest unoccupied orbital energy: 0.17; -2.28; -0.16 eV, one per record in the order listed.
Result set for HOMO energy: -5.145; -11.662; -7.281 eV, one per record in the order listed.